{
  "formula": "C4H6N2S",
  "method": "ωB97M-V with the def2-TZVPD basis set",
  "mol_weight_g_mol": 114.17,
  "e_lumo_ev": 0.53,
  "e_above_lowest_ev": 2.765,
  "orbital_gap_ev": 8.27,
  "multiplicity": 1,
  "elements": ["H", "H", "C", "N", "H", "C", "H", "C", "H", "S", "N", "H", "C"],
  "xyz": [[-2.68, -0.12, -0.95], [3.61, 0.17, -0.59], [-2.42, 0.29, 0.09], [1.06, -1.17, 0.03], [3.27, 1.17, 0.48], [-0.93, 0.12, 0.04], [-0.66, -2.13, -0.35], [-0.33, -1.12, -0.09], [-2.91, 1.29, -0.12], [0.05, 1.50, 0.26], [3.03, 0.26, 0.14], [-2.87, -0.09, 1.00], [1.79, -0.18, 0.05]]
}

---

{
  "formula": "C4H6N2S",
  "method": "ωB97M-V with the def2-TZVPD basis set",
  "mol_weight_g_mol": 114.17,
  "e_lumo_ev": 0.66,
  "e_above_lowest_ev": 3.398,
  "orbital_gap_ev": 8.98,
  "multiplicity": 1,
  "elements": ["C", "H", "H", "N", "H", "H", "S", "C", "C", "H", "H", "N", "C"],
  "xyz": [[0.14, -1.35, -0.19], [0.76, 2.10, -0.76], [-1.23, -2.14, 1.34], [-0.40, 0.74, -0.11], [0.11, 2.84, 0.66], [-1.08, 2.59, -0.70], [1.27, -2.76, -0.47], [0.38, -0.06, -0.63], [-0.87, -1.12, 0.82], [1.14, -3.47, 0.90], [1.18, 0.22, -1.44], [-1.20, 0.20, 0.75], [-0.21, 2.20, -0.20]]
}

---

{
  "formula": "C4H6N2S",
  "method": "ωB97M-V with the def2-TZVPD basis set",
  "mol_weight_g_mol": 114.17,
  "e_lumo_ev": 0.93,
  "e_above_lowest_ev": 2.260,
  "orbital_gap_ev": 9.52,
  "multiplicity": 1,
  "elements": ["H", "H", "C", "C", "C", "C", "H", "N", "H", "S", "H", "H", "N"],
  "xyz": [[-1.83, -1.36, 1.09], [-1.58, 2.03, -0.95], [1.16, 0.00, 0.43], [1.28, -1.49, 0.39], [0.13, -0.84, 1.11], [-1.07, 1.12, -0.57], [2.07, -1.94, 1.00], [-1.18, -0.89, 0.49], [1.82, 0.53, 1.05], [0.63, 0.93, -1.00], [0.16, -0.82, 2.18], [1.03, -1.98, -0.56], [-1.78, 0.30, 0.10]]
}

---

{
  "formula": "C4H6N2S",
  "method": "ωB97M-V with the def2-TZVPD basis set",
  "mol_weight_g_mol": 114.17,
  "e_lumo_ev": 0.71,
  "e_above_lowest_ev": 1.235,
  "orbital_gap_ev": 8.21,
  "multiplicity": 1,
  "elements": ["S", "N", "H", "H", "C", "H", "C", "H", "H", "C", "N", "H", "C"],
  "xyz": [[-2.64, -0.64, -0.03], [-2.39, 1.04, -0.03], [1.78, -1.37, -0.30], [-0.55, -1.79, -0.71], [-1.16, 1.36, -0.01], [1.42, 1.52, 0.11], [-0.86, -1.08, 0.04], [3.04, -0.20, -0.07], [-0.63, -1.53, 1.01], [-0.22, 0.24, -0.07], [2.05, -0.47, 0.01], [-0.93, 2.43, 0.07], [1.08, 0.50, -0.03]]
}

---

{
  "formula": "C4H6N2S2",
  "method": "ωB97M-V with the def2-TZVPD basis set",
  "mol_weight_g_mol": 146.24,
  "e_lumo_ev": [-1.41, -1.40],
  "e_above_lowest_ev": 6.769,
  "orbital_gap_ev": [6.68, 6.71],
  "multiplicity": 1,
  "elements": ["H", "S", "C", "S", "N", "H", "H", "H", "H", "C", "C", "N", "C", "H"],
  "xyz": [[-0.13, -3.18, 0.63], [0.98, -0.42, 0.52], [-0.73, 0.35, 0.41], [1.95, 1.23, -0.74], [0.61, 1.99, -0.64], [-1.60, 2.79, -1.52], [1.47, -3.77, 1.45], [-1.52, 3.45, 0.04], [1.15, -3.62, -0.28], [-1.65, 2.51, -0.53], [0.96, -3.11, 0.67], [1.63, -1.88, 0.61], [-0.55, 1.52, -0.26], [-2.57, 2.13, -0.37]]
}

---

{
  "formula": "C4H6N2S3",
  "method": "ωB97M-V with the def2-TZVPD basis set",
  "mol_weight_g_mol": 178.31,
  "e_lumo_ev": -0.11,
  "e_above_lowest_ev": 7.208,
  "orbital_gap_ev": 8.01,
  "multiplicity": 1,
  "elements": ["H", "H", "H", "N", "N", "S", "C", "S", "H", "C", "H", "C", "S", "H", "C"],
  "xyz": [[-0.53, -2.65, -1.23], [-0.11, -1.42, 1.98], [0.62, 2.44, -2.08], [-0.12, 1.07, -0.69], [0.76, 1.91, -1.13], [3.01, 3.11, -1.04], [-2.39, -0.74, 1.15], [2.04, 0.78, 0.69], [-2.95, -0.65, 0.12], [0.33, 0.41, 0.28], [-2.56, 0.04, 1.91], [-0.23, -2.49, -0.17], [-0.69, -1.14, 0.77], [0.86, -2.58, 0.01], [1.97, 1.93, -0.57]]
}